Formula: C2H7OS
Source: the Open Molecules 2025 dataset
Level of theory: the ωB97M-V functional and the def2-TZVPD basis

Last columns: bonded neighbours and bond lengths (Å).
CARTESIAN COORDINATES (ANGSTROEM)
1 S 1.1754 -1.8316 -0.5097  H2 1.345
2 H 0.6351 -2.4431 0.5598  S1 1.345
3 C -1.2367 1.5790 0.1191  O4 1.383, C5 1.577, H6 1.159, H7 1.138
4 O -0.8215 0.6048 -0.7702  C3 1.383, H8 1.034
5 C -0.3392 1.4987 1.4132  C3 1.577, H9 1.221, H10 1.033, H11 1.053
6 H -1.0382 2.6216 -0.3459  C3 1.159
7 H -2.3308 1.4948 0.4213  C3 1.138
8 H -0.0470 -0.0685 -0.6414  O4 1.034
9 H 0.8154 1.8342 1.2017  C5 1.221
10 H -0.5719 2.0744 2.2387  C5 1.033
11 H -0.2422 0.4866 1.6887  C5 1.053

Values from the calculation:
Charge = -1
Energy above the lowest of the compared OMol25 structures with the same formula, charge and spin = 0.905 eV
Energy = -553.830704 hartree
E_LUMO = 4.0 eV